78
Properties=species:S:1:pos:R:3:forces:R:3 method="wB97M-V/def2-TZVPD" total_energy_ha=-6420.93657 relative_energy_ev=0.0000
Sc -1.18672 -0.80971 0.42641 0.453 0.402 0.112
Br 6.80768 -1.93990 2.49664 0.044 -0.009 0.000
C 5.00656 -1.36095 2.47007 -0.045 0.027 0.018
C 4.61749 -0.30652 3.27737 -0.001 -0.004 -0.021
C 3.29585 0.11414 3.25116 0.045 0.046 0.019
C 2.37507 -0.51615 2.42263 -0.156 0.047 -0.117
C 2.78316 -1.56308 1.60508 0.096 -0.105 -0.018
C 4.09830 -1.99527 1.63674 -0.044 0.020 -0.004
N 1.02724 -0.07680 2.34836 -0.029 0.025 0.001
C 0.40223 0.11517 3.43059 -0.191 0.035 -0.040
C -0.97696 0.65323 3.41430 0.296 -0.030 -0.086
C -1.53868 1.12054 4.58506 -0.083 0.049 0.033
C -2.80145 1.69432 4.53918 0.039 -0.011 0.045
C -3.44507 1.78578 3.32143 -0.007 0.001 -0.076
C -2.81639 1.27801 2.19254 0.014 -0.062 0.061
N -1.60772 0.71539 2.23211 -0.231 -0.365 -0.069
H 5.33682 0.18860 3.91434 0.007 -0.004 0.000
H 2.99046 0.95893 3.85636 -0.013 -0.011 -0.004
H 2.05608 -2.06117 0.98159 0.005 0.009 0.024
H 4.41371 -2.82481 1.01932 0.006 -0.003 0.004
H 0.83721 -0.09275 4.41128 0.010 0.010 -0.011
H -0.99161 1.02892 5.51341 -0.010 0.005 0.004
H -3.26978 2.06224 5.44251 0.002 0.003 -0.004
H -4.42752 2.22610 3.22983 0.001 0.001 0.011
H -3.28462 1.31118 1.21713 -0.032 0.009 0.010
O -0.27895 -2.40015 1.36757 0.400 -0.147 0.533
S -0.70865 -3.09785 2.63141 -0.062 0.133 -0.438
O 0.42063 -3.60281 3.35653 0.055 -0.157 0.017
O -1.64173 -2.28458 3.36920 -0.033 0.062 0.115
C -1.58252 -4.48666 1.93027 -0.094 -0.059 -0.196
C -1.38673 -5.70576 2.55662 -0.035 0.023 -0.023
C -1.98388 -6.85868 2.06521 0.038 -0.029 0.048
C -2.77077 -6.79803 0.93273 -0.044 -0.022 -0.044
C -2.97867 -5.58310 0.29388 0.037 0.002 0.120
C -2.39376 -4.42075 0.77919 0.047 -0.106 0.171
S -2.80466 -2.95662 -0.16472 0.129 0.185 0.104
O -1.61556 -2.54235 -0.95232 -0.075 0.103 -0.016
O -3.96839 -3.27878 -0.91810 -0.060 -0.016 -0.102
O -2.97251 -1.84614 0.82137 -0.287 -0.041 0.027
H -0.74264 -5.74006 3.42445 0.002 0.004 0.002
H -1.82225 -7.80296 2.56842 0.006 0.007 0.001
H -3.23467 -7.69316 0.54003 0.000 0.007 -0.003
H -3.61320 -5.52536 -0.57761 0.000 0.018 -0.014
C -4.57283 2.83441 -3.26481 -0.151 0.050 -0.109
Si -2.87513 3.16490 -2.58646 -0.003 -0.119 0.078
C -2.88474 4.73117 -1.57689 -0.029 0.154 0.048
C -1.64562 3.32214 -3.97904 0.102 0.009 -0.112
C -2.36475 1.77827 -1.51512 0.124 -0.083 0.147
C -1.99212 0.85448 -0.80279 -0.010 0.142 -0.207
H -4.82701 3.59183 -4.01127 -0.066 -0.029 0.007
H -5.32459 2.86928 -2.47416 0.002 -0.008 -0.005
H -4.63096 1.85301 -3.73736 0.022 0.005 -0.012
H -3.13607 5.59493 -2.19779 0.007 0.007 0.023
H -1.90897 4.91053 -1.12105 -0.003 0.011 -0.002
H -3.62312 4.66750 -0.77496 0.014 0.007 0.006
H -1.96701 4.07206 -4.70572 0.030 0.001 0.000
H -1.53047 2.36890 -4.49829 0.003 0.011 -0.016
H -0.66489 3.61822 -3.59842 -0.002 0.003 -0.028
N 5.85244 5.35167 -5.02035 0.012 0.016 0.002
C 5.22943 4.52563 -4.52192 -0.104 -0.121 0.063
C 4.44639 3.48486 -3.90193 0.091 0.117 -0.064
C 3.20252 3.78076 -3.35258 -0.035 0.029 0.013
C 2.44690 2.78057 -2.76968 -0.015 0.056 -0.063
C 2.94546 1.48567 -2.72273 -0.065 -0.112 0.048
C 4.18637 1.18281 -3.26397 0.085 0.059 0.003
C 4.93426 2.18304 -3.85878 0.017 -0.069 0.007
N 2.17176 0.45692 -2.12347 0.044 -0.011 -0.023
C 2.15420 -0.88468 -2.47308 -0.018 0.070 -0.036
C 1.24344 -1.47224 -1.66130 0.042 0.047 0.056
N 0.71982 -0.52256 -0.80836 -0.371 -0.337 -0.076
C 1.28483 0.61476 -1.11737 0.090 0.052 0.046
H 2.81945 4.79073 -3.39890 0.010 0.003 -0.005
H 1.46113 3.00662 -2.38595 0.002 -0.037 0.012
H 4.58296 0.17916 -3.20327 -0.025 -0.015 0.015
H 5.90347 1.95620 -4.28059 -0.001 0.014 -0.003
H 2.74262 -1.27553 -3.28239 0.016 0.020 -0.005
H 0.90775 -2.49462 -1.63511 -0.011 0.002 0.009
H 1.09064 1.55696 -0.63368 -0.007 0.005 -0.013

---

78
Properties=species:S:1:pos:R:3:forces:R:3 method="wB97M-V/def2-TZVPD" smiles="CCOS(C)(=O)=O.CCOS(C)(=O)=O.CCOS(C)(=O)=O.CCOS(C)(=O)=O.C#CCCC[PH3]O" total_energy_ha=-3585.59054
C -2.80726 0.77786 -3.05339 -0.105 -0.196 0.079
C -3.39198 1.76086 -2.06132 0.477 0.017 -0.176
O -4.73437 1.40115 -1.63848 -0.111 -0.046 0.031
S -4.89412 0.19661 -0.62426 -0.199 0.268 -0.188
C -6.57803 0.47241 -0.19777 -0.041 0.041 0.031
O -4.06004 0.44190 0.51564 0.112 -0.116 0.040
O -4.78811 -1.04546 -1.32314 0.084 -0.128 0.080
H -2.64516 -0.20031 -2.60266 0.010 0.011 0.023
H -1.85048 1.15339 -3.41417 -0.024 0.104 -0.003
H -3.47846 0.64407 -3.90162 0.022 0.052 -0.030
H -2.75467 1.87498 -1.18370 -0.110 -0.070 0.077
H -3.48954 2.73687 -2.52148 -0.190 0.063 0.043
H -6.66165 1.42477 0.31787 0.017 0.009 -0.011
H -6.87568 -0.34409 0.45656 0.041 -0.024 0.001
H -7.17286 0.46104 -1.10660 0.010 -0.010 -0.019
C 4.89315 -0.80028 1.90833 0.150 0.171 -0.045
C 3.65797 -0.02471 1.49512 0.058 -0.612 -0.108
O 3.71866 1.37022 1.88440 -0.006 0.119 0.042
S 4.66229 2.33747 1.05604 -0.269 -0.003 0.275
C 4.04525 3.85381 1.70173 -0.045 0.048 0.012
O 4.32933 2.23245 -0.33201 0.105 -0.040 -0.148
O 6.01751 2.17274 1.47943 0.109 0.002 -0.109
H 5.77719 -0.45330 1.37493 -0.006 0.014 -0.018
H 4.75838 -1.86101 1.69605 -0.133 0.005 0.038
H 5.08217 -0.67759 2.97466 -0.047 -0.040 0.021
H 3.48152 -0.09568 0.42067 0.052 0.175 -0.016
H 2.78052 -0.42496 1.99829 -0.037 0.183 0.093
H 3.00862 3.97119 1.39961 -0.007 -0.022 0.002
H 4.65828 4.64776 1.28158 0.028 -0.024 -0.027
H 4.14190 3.83677 2.78357 0.012 -0.017 0.006
C 5.02940 -6.11300 -1.05327 -0.032 -0.093 0.190
C 3.96427 -5.05052 -0.87112 0.368 0.134 -0.288
O 2.90132 -5.46422 0.01556 -0.073 -0.084 0.056
S 3.20581 -5.49416 1.57412 -0.533 -0.110 -0.152
C 1.54733 -5.68029 2.12902 -0.120 0.021 -0.078
O 3.69694 -4.20850 1.96725 0.313 0.020 0.086
O 3.93403 -6.68148 1.89509 0.205 0.083 0.094
H 5.57265 -6.29780 -0.12819 0.003 0.027 0.007
H 5.74481 -5.79084 -1.81000 -0.047 0.041 -0.042
H 4.58089 -7.05493 -1.36802 -0.004 0.015 -0.053
H 4.38924 -4.11234 -0.51035 -0.047 -0.028 0.107
H 3.46935 -4.84551 -1.81774 -0.149 -0.018 0.065
H 0.98501 -4.78719 1.86977 0.028 0.020 0.011
H 1.58303 -5.80264 3.20898 0.066 0.010 0.012
H 1.12155 -6.56695 1.66713 0.036 -0.018 -0.012
C 1.06465 5.38034 -5.68707 -0.205 -0.045 -0.074
C 0.58778 5.80069 -4.31171 0.494 -0.182 -0.019
O -0.78614 6.25428 -4.30522 -0.143 0.058 -0.039
S -1.92897 5.16104 -4.41789 0.065 0.355 0.051
C -3.28078 6.19576 -3.97650 -0.024 0.036 0.054
O -1.71863 4.17472 -3.39929 0.002 -0.162 -0.029
O -2.07569 4.75422 -5.77913 -0.031 -0.154 -0.031
H 0.53888 4.49497 -6.04018 0.002 -0.017 0.025
H 2.12988 5.15249 -5.65262 0.018 0.046 0.058
H 0.89611 6.17690 -6.41128 0.046 0.029 0.013
H 0.70463 4.99841 -3.58179 -0.125 -0.013 -0.010
H 1.16051 6.65473 -3.95774 -0.140 0.090 0.034
H -3.15713 6.52160 -2.94763 0.023 0.000 -0.003
H -4.18317 5.59756 -4.08269 0.018 -0.038 -0.016
H -3.30870 7.04103 -4.65813 0.012 -0.003 -0.021
C 1.46472 -2.44405 3.63324 -0.478 -0.180 0.594
C 0.49359 -1.85345 3.24416 0.409 -0.050 -0.192
C -0.68670 -1.13400 2.79682 -0.031 0.239 0.200
C -1.64492 -0.86914 3.97405 -0.151 -0.289 -0.191
C -3.09487 -0.72216 3.52247 0.223 -0.418 0.262
P -3.93258 -2.41239 3.40813 -0.042 0.331 -0.073
O -4.69800 -3.95566 3.31966 0.162 0.146 -0.103
H 2.11430 -3.04278 4.22763 0.390 0.092 -0.349
H -0.38990 -0.18104 2.36213 0.000 0.081 -0.167
H -1.17758 -1.70110 2.00994 -0.106 -0.061 -0.103
H -1.56960 -1.71183 4.66750 0.018 -0.066 0.113
H -1.29482 -0.00302 4.52778 0.061 0.150 0.055
H -3.65609 -0.19013 4.29070 -0.174 0.236 -0.063
H -3.16468 -0.19861 2.57387 -0.096 0.170 -0.084
H -5.10004 -1.81979 2.89296 -0.074 -0.094 0.040
H -2.90934 -2.89985 2.55867 0.032 0.000 0.036
H -3.82940 -2.54967 4.80463 0.018 -0.058 0.009
H -4.12323 -4.56060 2.84246 -0.142 -0.180 0.021

---

| no. | Kohn-Sham gap (eV) | E_LUMO (eV) | HOMO energy (eV) |
| --- | --- | --- | --- |
| 1 | 8.216 | -0.67 | -8.887 |
| 2 | 9.533 | 0.29 | -9.241 |